Density functional theory data (wB97M-V/def2-TZVPD) for 13 unconnected molecules or ions with the total composition C6H39NO13 in a non-equilibrium geometry.

- gap between HOMO and LUMO (Ha) = 0.3445
- highest occupied orbital energy (eV) = -9.3
- energy above the lowest of the compared OMol25 structures with the same formula, charge and spin (eV) = 3.990
- total energy (eV) = -34961.854

CARTESIAN COORDINATES (ANGSTROEM)
C -1.843 1.854 -0.035
C -0.602 0.980 0.245
C 0.638 1.858 0.514
C 1.953 1.112 0.722
C 2.919 1.873 1.683
N -0.313 -0.059 -0.754
C -1.307 -1.083 -0.860
O -2.399 -0.740 -1.746
H -1.862 2.777 0.550
H -2.725 1.270 0.197
H -1.852 2.076 -1.089
H -0.806 0.416 1.204
H 0.635 2.460 -0.387
H 0.497 2.358 1.505
H 2.385 0.940 -0.246
H 1.644 0.199 1.295
H 3.906 1.786 1.239
H 2.744 2.962 1.514
H 2.926 1.608 2.732
H -0.001 0.341 -1.642
H -1.804 -1.250 0.108
H -0.842 -2.040 -1.149
H -2.448 -1.376 -2.466
H 0.416 4.488 3.633
H -0.310 4.503 2.283
O -0.416 4.260 3.208
H 1.713 -3.829 -1.444
H 2.237 -3.459 -0.021
O 2.451 -3.419 -0.955
H 1.206 3.833 -1.208
H 2.154 4.976 -1.036
O 1.835 4.191 -0.571
H 2.768 -0.075 -2.322
H 1.977 0.172 -3.695
O 1.890 -0.032 -2.754
H -2.744 -4.851 -1.839
H -2.834 -3.593 -1.099
O -2.254 -4.399 -1.138
H -1.153 2.540 3.685
H -0.626 1.209 3.350
O -1.472 1.676 3.361
H 0.873 -1.386 0.233
H 0.180 -2.099 1.366
O 0.755 -2.291 0.615
H 0.065 -4.581 -1.453
H -0.459 -4.005 -2.612
O 0.282 -4.594 -2.401
H 3.697 -1.797 -1.075
H 4.706 -0.650 -0.860
O 3.781 -0.826 -1.085
H -2.977 -1.842 3.787
H -2.343 -0.426 3.585
O -3.133 -0.899 3.861
H -4.168 -2.014 -0.400
H -4.278 -3.278 0.605
O -4.269 -2.966 -0.305
H 0.422 1.664 -2.644
H -1.051 1.482 -2.669
O -0.366 1.995 -3.118